# 1
{"formula": "C3H7NO", "method": "ωB97M-V/def2-TZVPD", "species": ["C", "C", "C", "N", "O", "H", "H", "H", "H", "H", "H", "H"], "coordinates": [[-0.93622, 1.18605, 0.74683], [0.19988, 0.36107, 0.20042], [-0.00086, -1.06764, -0.22558], [0.98271, -1.25799, -1.25535], [-1.02115, -1.70638, -0.00638], [-1.54773, 0.50490, 1.34248], [-0.64642, 2.03072, 1.43282], [-1.61878, 1.56399, -0.07508], [0.86292, 0.26846, 1.08685], [0.74540, 1.05954, -0.49698], [1.86366, -0.72253, -1.16240], [1.11659, -2.22018, -1.58764]], "forces_ev_per_a": [[-2.00, 0.12, -0.07], [1.63, 2.11, 1.97], [-0.88, 1.71, -3.06], [-0.25, -1.64, 1.12], [2.11, -0.01, -0.09], [-0.23, 0.18, 0.11], [0.02, -0.82, -0.98], [0.82, -0.24, 0.93], [0.20, 0.02, -0.40], [-0.26, -1.43, 0.22], [-1.09, -0.61, 0.02], [-0.08, 0.60, 0.23]], "nbo_charge": [-0.607, -0.525, 0.684, -0.843, -0.575, 0.224, 0.215, 0.207, 0.222, 0.218, 0.391, 0.389]}



# 2
{"formula": "C10H18O3", "method": "ωB97M-V/def2-TZVPD", "species": ["C", "C", "C", "C", "C", "C", "O", "C", "C", "O", "C", "C", "O", "H", "H", "H", "H", "H", "H", "H", "H", "H", "H", "H", "H", "H", "H", "H", "H", "H", "H"], "coordinates": [[0.01691, -2.89409, 0.85670], [-1.11682, -2.09667, 1.11099], [-1.43831, -0.98053, 0.06307], [-2.94814, -0.55671, -0.12975], [-3.00764, 0.98621, 0.25208], [-1.48282, 1.38911, 0.16919], [-0.90750, 1.58939, -1.10712], [0.50084, 1.89061, -0.97015], [1.36172, 0.76237, -1.67902], [2.75147, 0.85900, -1.38355], [3.15374, -0.06114, -0.36822], [2.67700, 0.33455, 1.09199], [-0.85173, 0.18631, 0.64824], [0.04735, -3.49006, -0.08713], [0.90625, -2.93727, 1.53280], [-1.78684, -2.27257, 1.98971], [-1.01625, -1.39357, -0.89010], [-3.71528, -1.18884, 0.39957], [-3.24382, -0.56602, -1.21091], [-3.35863, 0.95597, 1.32566], [-3.76234, 1.63534, -0.25236], [-1.38516, 2.21011, 0.92454], [0.70678, 2.86264, -1.50674], [0.78838, 2.06213, 0.09646], [1.26065, 0.96476, -2.78609], [0.93042, -0.26758, -1.52755], [2.90636, -1.13308, -0.59792], [4.28105, -0.01068, -0.33742], [3.19784, 1.27072, 1.43703], [2.96904, -0.53573, 1.75121], [1.56547, 0.42534, 1.18481]], "forces_ev_per_a": [[-1.22, 0.96, 0.37], [1.02, -0.92, -0.92], [-2.28, -1.67, 0.51], [-0.81, 0.72, -1.47], [0.03, -1.26, 0.57], [-1.11, -1.57, 0.58], [-0.46, 1.06, 0.87], [0.72, 0.27, -0.53], [-0.85, 0.62, -0.90], [-0.68, -0.89, 0.44], [1.03, 0.38, 1.34], [0.15, -0.81, -0.33], [0.54, 0.25, 0.36], [0.83, 1.77, -0.02], [-1.51, -1.27, 0.19], [1.37, 1.36, 0.03], [0.05, 1.10, 0.51], [1.00, 0.66, -0.25], [0.46, -0.52, 0.76], [0.96, 0.65, -0.84], [0.86, -0.69, -0.16], [0.93, -0.55, -0.83], [-0.29, -0.96, 0.47], [-0.25, -0.43, -0.87], [0.13, -0.26, 1.05], [0.50, 0.97, 0.30], [-0.21, 0.98, -0.02], [-1.10, -0.03, -0.24], [-0.60, -0.93, -0.34], [-0.16, 1.02, -0.47], [0.96, -0.03, -0.18]], "nbo_charge": [-0.421, -0.160, 0.042, -0.441, -0.439, 0.371, -0.548, -0.093, -0.090, -0.536, -0.064, -0.662, -0.556, 0.201, 0.211, 0.208, 0.187, 0.216, 0.214, 0.214, 0.228, 0.179, 0.184, 0.189, 0.185, 0.180, 0.167, 0.185, 0.210, 0.208, 0.231]}



# 3
{"formula": "BrHgO14P2V3", "method": "ωB97M-V/def2-TZVPD", "species": ["Hg", "O", "V", "O", "O", "V", "O", "O", "V", "O", "Br", "P", "O", "O", "O", "O", "P", "O", "O", "O", "O"], "coordinates": [[-1.90168, 0.70622, -3.35901], [4.30933, -0.52933, 6.93486], [4.27004, -1.11731, 8.37228], [5.50813, -1.95712, 8.79059], [-1.42687, 7.81841, 0.58536], [-2.77663, 6.95436, 0.71990], [-2.57652, 5.43628, 0.56134], [0.03756, -0.77751, 3.43188], [-0.91630, -0.40449, 2.27776], [-0.10315, 0.71100, 1.40076], [-4.84371, 0.38454, 4.53042], [2.49561, -0.21074, -5.68261], [3.89344, 0.41039, -5.96859], [1.43815, -0.14909, -6.71608], [1.84636, 0.41972, -4.40458], [2.71614, -1.78570, -5.57064], [-2.40351, -3.29209, -1.18029], [-3.60470, -4.23918, -1.13614], [-3.00366, -1.87173, -0.93095], [-1.63004, -3.02174, -2.48281], [-1.32802, -3.48484, -0.17335]], "forces_ev_per_a": [[0.05, -0.02, 0.00], [0.69, 0.30, -1.47], [-2.46, 0.59, 1.52], [1.75, -0.87, -0.07], [-0.93, -1.07, 0.07], [0.25, 2.32, 0.16], [0.72, -1.31, -0.20], [-0.38, -0.03, -0.21], [1.79, 2.62, -2.51], [-2.40, -2.95, 2.45], [0.75, -0.07, -0.34], [2.58, -0.80, 3.01], [-1.88, -0.78, 0.39], [-1.46, 0.12, -1.74], [0.99, -0.63, -1.51], [-0.17, 2.15, -0.22], [-1.90, 0.83, -0.28], [1.41, 0.60, -0.26], [0.02, -0.13, -0.63], [-0.79, -0.02, 0.04], [1.37, -0.86, 1.79]], "mulliken_charge": [0.022, -0.666, 1.269, -0.703, -0.694, 1.408, -0.615, -0.533, 1.803, -0.525, -0.786, 0.975, -0.588, -0.466, -0.471, -0.454, 0.917, -0.573, -0.423, -0.347, -0.550], "total_charge": -2}



| no. | gap between HOMO and LUMO (eV) |
| --- | --- |
| 1 | 10.932 |
| 2 | 8.665 |
| 3 | 1.090 |